This record from OMol25 describes the ion C5H16N3 with charge +1 in a non-equilibrium geometry. The level of theory is ωB97M-V/def2-TZVPD.

Geometry (Å):
C -0.230 1.781 -1.810
C -0.523 1.997 -0.317
N -1.969 1.596 -0.061
C 0.392 1.216 0.616
N -0.134 -0.145 0.715
C 0.733 -1.195 0.081
C 1.043 -2.385 0.997
N 0.934 -3.729 0.501
H 0.174 0.791 -1.982
H 0.553 2.515 -2.039
H -1.015 2.183 -2.449
H -0.504 3.062 -0.100
H -2.436 2.134 0.670
H -1.952 0.614 0.266
H -2.530 1.759 -0.899
H 1.420 1.276 0.260
H 0.457 1.735 1.579
H -0.156 -0.436 1.682
H 1.681 -0.740 -0.197
H 0.223 -1.562 -0.812
H 0.421 -2.340 1.903
H 2.049 -2.231 1.409
H 1.390 -3.847 -0.404
H -0.018 -4.049 0.390

Output
**Charge**: +1
**SMILES**: C[C@@H]([NH3+])CNCCN
**Energy above the lowest of the compared OMol25 structures with the same formula, charge and spin**: 1.704 eV

These are the Löwdin partial charges, in e, on atoms 1 to 5: number 1, C, carries -0.02; number 2, C, carries -0.31; number 3, N, carries 0.20; number 4, C, carries -0.18; number 5, N, carries -0.07

***

This record from OMol25 describes an isolated molecule of C24H34N2O4. The level of theory is ωB97M-V/def2-TZVPD.

Geometry (Å):
C 3.226 1.583 -4.958
O 3.501 0.211 -4.835
C 2.501 -0.613 -4.358
C 1.231 -0.198 -4.009
C 0.307 -1.126 -3.538
C -1.059 -0.671 -3.082
N -1.135 -0.289 -1.678
C -0.892 -1.382 -0.758
C -1.220 -0.931 0.663
N -0.424 0.230 1.007
C -0.513 0.610 2.403
C 0.307 -0.326 3.293
C 0.545 0.284 4.680
C -0.752 0.605 5.367
C -1.210 1.913 5.458
C -2.422 2.199 6.061
C -3.196 1.178 6.583
C -2.748 -0.130 6.502
C -1.536 -0.413 5.898
C -0.648 1.323 0.075
C -2.079 1.905 0.078
C -2.080 3.391 -0.276
O -1.342 4.169 0.640
C -0.284 0.830 -1.328
C 0.680 -2.451 -3.435
C 1.959 -2.893 -3.786
O 2.152 -4.231 -3.623
C 3.386 -4.820 -3.970
C 2.886 -1.960 -4.250
O 4.166 -2.298 -4.614
H 4.145 2.035 -5.329
H 2.418 1.767 -5.673
H 2.967 2.027 -3.992
H 0.943 0.836 -4.104
H -1.786 -1.473 -3.236
H -1.375 0.198 -3.667
H 0.158 -1.716 -0.791
H -1.537 -2.221 -1.030
H -2.301 -0.728 0.744
H -0.973 -1.739 1.354
H -1.554 0.633 2.772
H -0.101 1.619 2.492
H -0.209 -1.280 3.406
H 1.265 -0.514 2.807
H 1.140 1.194 4.575
H 1.114 -0.427 5.284
H -0.609 2.716 5.054
H -2.762 3.223 6.125
H -4.142 1.400 7.055
H -3.346 -0.932 6.911
H -1.190 -1.435 5.841
H 0.047 2.125 0.351
H -2.692 1.360 -0.640
H -2.520 1.787 1.071
H -1.603 3.558 -1.244
H -3.116 3.756 -0.335
H -1.690 4.006 1.524
H 0.783 0.552 -1.339
H -0.446 1.635 -2.048
H -0.015 -3.196 -3.084
H 3.267 -5.881 -3.755
H 4.208 -4.416 -3.375
H 3.612 -4.685 -5.030
H 4.596 -1.480 -4.901

Output
**SMILES**: COc1cc(CN2CCN(CCCc3ccccc3)[C@H](CCO)C2)cc(OC)c1O
**Energy above the lowest of the compared OMol25 structures with the same formula, charge and spin**: 3.850 eV

These are the Löwdin partial charges, in e, on atoms 1 to 5: number 1, C, carries -0.08; number 2, O, carries -0.10; number 3, C, carries -0.19; number 4, C, carries 0.01; number 5, C, carries -0.21

***

This record from OMol25 describes a cluster of 2 separate species, C2H6N2S in total in a non-equilibrium geometry. The level of theory is ωB97M-V/def2-TZVPD.

Geometry (Å):
C -0.598 0.963 -0.008
C 1.310 -0.277 -0.296
H -0.977 0.780 1.055
H -1.345 1.380 -0.726
H -0.083 1.918 0.314
H -2.389 -0.683 1.181
H 1.560 0.765 -0.986
H 1.428 -2.021 0.428
N 0.006 -0.196 -0.765
N 2.157 -1.143 0.083
S -1.071 -1.487 -0.281

Output
**Energy above the lowest of the compared OMol25 structures with the same formula, charge and spin**: 6.482 eV

These are the Löwdin partial charges, in e, on atoms 1 to 5: number 1, C, carries -0.28; number 2, C, carries -0.50; number 3, H, carries 0.03; number 4, H, carries 0.09; number 5, H, carries 0.09

***

This record from OMol25 describes a structure of composition C8H14AlBr2O2. The level of theory is ωB97M-V/def2-TZVPD.

Geometry (Å):
C -3.060 0.741 -1.895
C -1.630 0.197 -1.696
C -1.120 0.260 -0.253
Al 0.731 -0.441 0.083
C 0.579 -1.713 1.661
Br 1.116 -3.529 1.421
C 0.088 -1.314 2.829
C -0.343 0.095 3.124
Br -0.182 -2.463 4.361
O 1.525 -1.100 -1.379
C 2.121 0.064 -1.897
C 2.864 0.761 -0.751
O 1.993 0.790 0.359
H -3.159 1.314 -2.821
H -3.338 1.395 -1.066
H -3.797 -0.065 -1.943
H -0.950 0.743 -2.356
H -1.602 -0.845 -2.024
H -1.188 1.295 0.114
H -1.805 -0.327 0.377
H 0.013 0.407 4.105
H -1.431 0.181 3.112
H 0.064 0.779 2.378
H 2.759 -0.156 -2.763
H 1.352 0.780 -2.251
H 3.162 1.777 -1.045
H 3.764 0.185 -0.489

Output
**Total energy**: -5854.31585 Ha
**Charge**: -1

These are the Löwdin partial charges, in e, on atoms 1 to 5: number 1, C, carries -0.13; number 2, C, carries -0.34; number 3, C, carries -0.22; number 4, Al, carries 0.10; number 5, C, carries -0.69